The following is a DFT calculation (ωB97M-V/def2-TZVPD) of a structure of composition C39H50Br2CrN4O2SSi4Te2 in a non-equilibrium geometry.

CARTESIAN COORDINATES (ANGSTROEM)
H (-3.95259, 3.50614, -0.89199)
C (-2.58260, 1.43000, -5.38814)
H (-5.20120, -1.84745, -4.00849)
H (1.67003, 5.12747, -2.03828)
C (-1.28982, -2.71035, -3.62877)
H (-4.21852, -3.03372, -4.86845)
Si (-4.46452, 1.05955, -1.22757)
C (-0.87371, 2.56577, 3.64960)
H (3.24238, 4.72586, 1.92295)
C (1.85027, 3.12701, -1.29901)
C (7.13367, -0.46300, -0.17813)
C (-1.35150, -2.09647, 3.12087)
N (2.55858, -0.72462, 2.47571)
C (-0.48175, 1.37195, 3.05981)
H (0.68349, 1.77175, -4.73003)
C (2.39126, 0.45775, 4.46607)
C (4.99044, -0.70421, -1.22719)
H (-2.23379, 2.21655, -6.05883)
C (4.58568, -4.58521, 0.37269)
O (0.42803, 1.26335, 2.14135)
C (-1.89728, 2.61032, 4.59504)
H (2.41777, 1.71069, 6.05261)
C (-2.43381, -2.13647, 4.00841)
H (-5.96943, -0.88069, -0.68059)
H (8.19898, -0.65882, -0.15926)
C (-2.54919, 1.46204, 4.95265)
N (2.91369, 0.34684, 3.27152)
C (2.22979, 2.32354, -0.23062)
O (1.17865, -2.32284, 0.77275)
Te (-0.57799, -0.15879, -0.41379)
C (-2.23700, 0.21314, 4.37953)
C (4.58371, -3.49742, 1.21823)
C (-4.19420, -2.06458, -4.36853)
C (-1.17269, 0.18371, 3.45214)
H (-3.94167, -1.30481, -5.10972)
C (1.98025, 4.50513, -1.20772)
H (-3.28159, 2.51775, 0.40089)
C (3.44118, -2.70635, 1.38983)
H (1.38540, -4.35466, -0.76210)
H (-3.43802, -4.32257, -1.91100)
H (-5.15510, 2.25509, -3.33410)
H (-2.16474, 3.55752, 5.04081)
C (0.15786, 0.97962, -4.19389)
C (5.18128, 0.53869, 0.81320)
C (-2.87836, -1.00737, 4.64085)
H (5.48150, -3.23259, 1.76647)
H (-5.77643, 0.60830, -3.30730)
H (2.63502, 6.15486, 0.00192)
C (2.26312, -3.03845, 0.67384)
H (6.79916, -1.56617, -1.99209)
H (2.95294, 2.29131, 1.79553)
C (2.71894, 2.90144, 0.93066)
H (-2.62430, 3.68947, -3.13899)
Te (2.26314, 0.19378, -0.42271)
C (-5.60601, 1.49523, -2.69373)
C (2.28585, -4.14065, -0.20059)
C (-5.52266, -0.06655, -0.10695)
H (-6.33008, 0.48205, 0.37950)
H (1.44658, 2.67884, -2.19903)
H (-1.03512, -2.21544, -4.56794)
C (4.39556, 0.05650, -0.22638)
H (-4.90209, -0.51172, 0.67333)
H (-0.96558, 3.90841, -3.70637)
H (-3.70558, -1.05594, 5.33489)
H (-2.44670, 0.47411, -5.89652)
C (3.49302, -1.59190, 2.29320)
H (4.40662, -1.46096, 2.86714)
H (3.17017, 2.34125, 4.64763)
N (-0.73903, -0.95071, 2.83643)
H (0.72232, 0.75095, -3.28641)
H (7.15214, 0.66557, 1.64714)
H (4.74175, 1.11225, 1.62075)
C (6.35190, -0.96796, -1.20779)
H (-1.27571, 3.28482, -2.08108)
C (-4.15748, 2.65783, -0.23736)
H (-1.27782, -3.78774, -3.79772)
H (-6.57410, 1.86753, -2.35655)
H (0.17375, 0.08400, -4.81701)
H (-3.65330, 1.56819, -5.22825)
H (-4.62083, -3.11635, -1.39974)
H (-3.00629, -3.11158, -0.69829)
H (-0.50280, -2.47105, -2.90858)
Br (-3.94262, 1.58173, 6.25085)
H (-2.90570, -3.09152, 4.19469)
Cr (0.85633, -0.50765, 1.53421)
C (-3.56497, -3.27858, -1.62238)
Si (-2.46132, 0.07164, -1.99847)
C (2.50908, 5.08082, -0.06221)
C (-1.61963, 3.26319, -3.11779)
H (5.48255, -5.17876, 0.25288)
C (3.42767, -4.90189, -0.33684)
C (2.86549, 4.27853, 1.01143)
Br (0.01212, 4.15795, 3.13844)
H (3.41846, -5.75416, -1.00604)
N (2.51474, 1.69223, 5.05373)
H (4.37410, -1.09398, -2.03237)
H (0.19982, -3.51382, 2.77795)
Si (-1.62968, 1.45857, -3.73394)
H (-1.42799, -4.20926, 2.84426)
C (-0.84271, -3.35654, 2.50061)
S (1.62812, -0.77699, 5.36321)
C (6.54630, 0.28391, 0.83369)
Si (-2.93571, -2.05133, -2.93526)
H (-0.89911, -3.30778, 1.41349)
H (-4.99823, 2.92593, 0.40350)

Multiplicity: 4
Net charge: -1

---

The following is a DFT calculation (ωB97M-V/def2-TZVPD) of a structure of composition C39H50MoNO4P2S in a non-equilibrium geometry.

CARTESIAN COORDINATES (ANGSTROEM)
C (-7.59327, 2.92727, 20.49820)
H (-12.12778, 0.40645, 14.50228)
H (-5.68871, -0.83404, 13.75958)
N (-7.75081, 1.41249, 17.20902)
H (-5.55702, 6.01119, 19.52233)
H (-6.85567, -2.04045, 12.01877)
S (-8.59192, 10.22700, 14.20920)
C (-3.73751, 0.69168, 15.92241)
H (-2.58374, 4.81056, 19.97905)
C (-8.86412, 0.91827, 20.67477)
C (-7.39676, 1.98963, 13.04109)
C (-11.30642, 1.74210, 16.00786)
P (-7.23877, 0.83971, 14.39867)
H (-7.32366, 3.94455, 20.86875)
C (-4.20137, 3.59830, 19.15398)
H (-6.36791, 5.44171, 17.10773)
H (-3.15427, 2.12286, 20.32343)
H (-8.31465, 4.05049, 16.77522)
C (-11.33097, 1.12071, 14.69068)
C (-4.63917, 0.73963, 17.19619)
H (-5.47390, 1.54507, 12.23303)
H (-4.29463, 3.62364, 12.77013)
H (-8.18096, -2.55840, 14.32579)
H (-8.34945, 2.47689, 10.41262)
H (-8.97470, -0.35585, 19.00831)
C (-8.97583, 1.30785, 16.45070)
C (-4.91056, 3.50767, 8.92965)
H (-3.92725, -0.92175, 18.20708)
H (-4.18347, 0.33623, 14.99151)
H (-7.05093, -0.29831, 11.71233)
C (-7.36180, 2.72020, 10.02490)
H (-8.05833, 2.74886, 8.03088)
H (-8.89897, 4.51882, 18.41872)
C (-5.94078, 3.27881, 8.08791)
H (-5.15618, 3.03705, 14.06781)
H (-12.24208, 2.14984, 16.36218)
H (-10.33902, 5.24481, 14.13278)
H (-12.32807, 4.07087, 13.80863)
H (-4.08605, 4.90307, 20.86320)
H (-5.75078, 3.36704, 7.03428)
C (-9.96565, 0.58392, 14.21666)
C (-6.78665, 5.02595, 18.00778)
C (-6.25050, 2.87440, 10.85786)
Mo (-6.10571, 1.78579, 16.41039)
C (-4.19759, 2.45772, 20.17462)
O (-7.43050, 5.67078, 20.32483)
C (-8.31475, 2.04325, 21.30101)
C (-7.13066, 2.48850, 19.26373)
C (-7.79593, 1.42264, 18.58636)
H (-4.33301, 1.41410, 17.96325)
H (-4.18337, 3.49959, 10.97716)
O (-8.01585, 10.81306, 15.40077)
H (-8.42790, -1.29812, 12.40890)
H (-6.36807, 4.99886, 12.54192)
C (-3.68268, 4.87199, 19.85441)
H (-3.91517, 5.79750, 19.28893)
C (-11.32542, 2.10407, 13.39448)
H (-3.50698, 3.43143, 18.29323)
C (-9.92152, 1.54375, 13.03104)
H (-10.06888, -0.46454, 13.84244)
H (-5.26636, -1.46028, 17.21582)
C (-11.37180, 3.54470, 13.67129)
H (-4.84184, 1.59115, 19.97792)
H (-4.50633, 2.88073, 21.16163)
C (-5.31831, 3.47308, 13.10086)
O (-5.97483, 4.70488, 13.35380)
H (-9.98090, 0.93916, 12.09869)
H (-10.34270, 2.24947, 17.87845)
H (-12.14007, 1.76114, 12.72014)
H (-3.37886, 1.69395, 15.58962)
H (-3.95436, 3.91383, 8.55299)
O (-7.82480, 9.07720, 13.71558)
H (-8.61805, 5.75276, 17.14439)
C (-7.18014, -2.15595, 14.62883)
C (-7.33044, -1.12700, 12.36495)
P (-5.96873, 3.42328, 18.27176)
C (-8.54149, 0.57768, 19.37871)
C (-4.92202, -0.58081, 17.86496)
C (-6.77998, -0.91353, 13.78799)
C (-10.22231, 1.87736, 16.85556)
C (-8.74544, 2.47779, 13.02424)
C (-8.83353, 0.81385, 15.16613)
C (-5.07164, 3.33840, 10.31593)
C (-10.24339, 4.27642, 13.70193)
C (-8.26176, 4.80561, 17.58878)
C (-7.19394, 2.91537, 8.66586)
H (-7.20896, -1.91724, 15.69670)
H (-6.42937, -2.95808, 14.46256)
H (-9.58022, 0.30653, 21.23514)
H (-5.46102, -0.71475, 18.80400)
H (-6.85750, 6.97151, 18.75429)
C (-8.98705, 3.82320, 13.25075)
C (-6.57799, 5.97927, 19.16020)
H (-8.57350, 2.28721, 22.32447)
C (-6.19299, 2.44334, 12.27618)
H (-2.80339, 0.10573, 16.08982)
H (-8.15473, 4.52659, 13.27921)
H (-8.14164, 6.33458, 20.28112)

Multiplicity: 3
Net charge: -1

---

The following is a DFT calculation (ωB97M-V/def2-TZVPD) of a structure of composition C39H50N10PSSr.

CARTESIAN COORDINATES (ANGSTROEM)
H (4.21198, -0.04386, 6.08201)
N (-1.04510, -1.45325, 2.00700)
H (2.44024, -3.76583, -2.73616)
H (1.41375, 1.54135, -2.65970)
C (0.83811, 0.82348, -3.23488)
C (1.36881, 4.36194, -0.26838)
P (-1.57874, -3.43503, 0.04559)
C (-1.41275, -2.68488, 1.69420)
H (-0.70819, -5.49051, -1.52256)
H (-1.94810, -2.78513, 4.86333)
N (-0.20822, 2.70604, -0.30599)
C (1.84235, 4.16195, 4.44813)
C (3.62931, 0.21158, 5.20721)
N (-0.06925, 0.12138, -2.56636)
C (-0.63308, 3.74526, -1.04748)
H (-4.98343, -3.94763, -2.44260)
N (0.60288, -3.87694, -1.64810)
H (0.21374, 5.72466, -1.57734)
C (-2.72011, -2.21209, -0.70466)
H (1.14394, 4.99568, 4.53174)
H (-5.24862, -1.45692, -2.54164)
C (3.09359, -1.13810, 1.70645)
H (2.71738, 1.91019, 6.12280)
H (3.04695, -3.02169, 2.77229)
N (0.71571, -1.92289, -0.63217)
S (0.05935, -1.92835, -7.46117)
H (-2.06855, 1.64266, -2.19832)
C (0.12389, -5.15931, -2.13841)
H (1.85870, 1.25966, -5.04519)
H (1.29480, 1.37065, -7.04150)
C (-0.65198, -0.96691, -4.61319)
H (-2.42772, -4.95604, 3.95512)
N (-1.81800, -3.34766, 2.80900)
H (-4.13521, 0.60406, -1.09854)
H (2.26383, 4.90865, -0.01595)
N (-3.70022, -2.56851, -1.57448)
C (2.17613, 0.89983, 2.93971)
C (1.75431, 2.40157, 1.22419)
C (2.98499, -0.24194, 2.92156)
C (1.76929, -3.28708, -2.04534)
H (-1.56940, -1.28115, -2.70883)
H (-2.96289, 4.35453, 0.21390)
H (2.60364, -1.34059, -1.45731)
H (0.53670, 2.94413, 3.28842)
C (-2.02224, 3.75361, -1.65719)
H (0.92707, -5.89008, -2.07077)
H (-1.26671, -1.68239, -5.13910)
C (3.70919, -0.56321, 4.06482)
C (2.79510, 1.31362, 5.22283)
N (-2.78836, -0.91622, -0.42568)
H (2.52743, 4.37782, 3.62772)
C (-2.18563, 2.61940, -2.66898)
C (4.53615, -1.28225, 1.22207)
C (2.04633, 1.67352, 4.10576)
H (-3.17874, 2.65739, -3.12368)
H (5.00485, -0.31016, 1.06763)
N (1.44294, 1.27001, 1.77522)
H (-3.30242, 5.09352, -2.76575)
C (-3.93670, -3.87892, -2.15861)
H (5.14505, -1.83200, 1.94133)
H (-3.71529, -4.65045, -1.42473)
H (4.35033, -1.43578, 4.05630)
N (1.13627, 0.46359, -7.44395)
H (-0.68138, 3.41113, 5.33306)
H (-2.92260, 2.61255, -0.02979)
Sr (-0.37486, 0.28660, 0.27412)
C (1.06940, 0.67327, -4.59576)
C (-1.21228, -1.31684, 3.34847)
H (1.29310, 0.34593, -8.43142)
H (-0.19981, -5.06581, -3.17431)
C (-3.84265, -0.43101, -1.14211)
C (-0.01188, -3.01344, -0.79309)
C (-3.05573, 3.57121, -0.53865)
H (4.57372, -1.83524, 0.28056)
H (-1.59697, 5.24453, -3.18992)
C (1.82862, -2.08663, -1.40177)
C (-4.41329, -1.43872, -1.86485)
C (0.52639, -0.52095, -6.77063)
H (-3.26976, -4.81072, 2.40220)
H (-1.44377, 2.68826, -3.46746)
H (-3.31467, -4.02303, -3.04206)
C (0.31922, -0.25308, -5.30767)
C (0.31043, 4.78156, -1.06773)
C (-2.30816, -4.71571, 2.90300)
H (2.63295, 2.94257, 1.59092)
C (1.03104, 3.08869, 0.20056)
H (-0.44679, 1.66333, 5.21738)
C (2.48043, -2.51019, 1.99199)
C (-2.28859, 5.08381, -2.36226)
H (1.44754, -2.42179, 2.33243)
H (2.49914, -3.13957, 1.09915)
H (-4.06984, 3.60536, -0.94468)
H (-2.19204, 5.92377, -1.67463)
H (0.53944, 2.61358, 6.31895)
C (0.06794, 2.61880, 5.33517)
H (-0.96909, -0.40675, 3.87014)
C (-1.69176, -2.48971, 3.86215)
H (-1.59077, -5.40249, 2.45988)
C (1.09182, 2.84903, 4.22296)
C (-0.81199, -0.73991, -3.26135)
H (2.52810, -0.66720, 0.89861)
H (2.42994, 4.12685, 5.36677)

Net charge: +1

---

The following is a DFT calculation (ωB97M-V/def2-TZVPD) of a cluster of 5 separate species, C39H50N8O4 in total in a non-equilibrium geometry.

CARTESIAN COORDINATES (ANGSTROEM)
H (-2.89073, 3.86896, -1.39243)
H (0.27865, -1.89517, 0.79767)
O (-1.06751, 1.12181, -0.11089)
C (2.30220, -5.78739, -1.46051)
H (-5.53426, -1.40276, -0.89380)
N (-1.10826, 1.36016, 1.11583)
H (3.04090, 0.88340, -1.53052)
C (0.44908, 2.70311, -1.23284)
C (7.61293, 0.77929, -2.29659)
C (-3.49874, 1.99072, -0.57973)
C (3.02002, -0.46185, 2.26138)
H (1.02529, 5.26456, 2.69622)
C (5.15660, 0.76613, -1.89872)
H (-3.61554, 0.81835, 2.11304)
O (-1.65848, 0.60744, 1.84626)
C (-3.07465, 0.06684, -1.68383)
N (3.50002, -5.34468, -0.99852)
H (-2.74094, 1.08822, -1.50078)
H (3.87569, -1.12006, 2.22988)
H (5.55778, -5.70931, -1.22676)
C (4.20073, 0.67894, 0.29168)
C (1.03722, 4.32363, 0.62896)
H (7.58423, 0.36794, 0.31528)
C (-4.52935, -0.18430, 0.49211)
H (7.38044, 0.90358, -3.35423)
N (-4.92735, 3.38715, -1.88648)
H (-2.62088, 1.92326, 0.04574)
H (5.78688, 0.36797, 1.89297)
C (-0.45027, -2.42723, -2.43259)
H (8.04679, 1.72465, -1.97076)
H (-3.93024, -0.11400, -1.03317)
H (-0.87461, 3.63429, 0.07225)
H (8.28972, -0.05061, -2.09329)
C (2.48540, -3.25244, -0.47653)
C (4.66393, -6.24793, -0.91211)
N (-4.21175, -2.51022, 2.01691)
H (-3.44448, -4.42227, 2.37493)
H (4.55428, -6.98931, -1.70359)
H (-0.43860, 4.60715, -0.94917)
C (1.11770, 1.53549, 2.34960)
C (0.48898, 5.23337, 1.74780)
C (-4.94860, -1.43647, 0.01299)
H (-5.18138, -3.49361, 0.46325)
H (-0.92125, 0.04249, 3.49660)
C (6.57293, 0.49706, -0.04108)
H (-3.76443, -3.41677, 3.75512)
H (0.20752, -0.43479, 4.86044)
H (5.10585, 0.83427, -2.97537)
H (2.73726, -2.33668, 0.03763)
C (-3.91444, -0.15048, 1.74100)
H (-6.66241, 0.68045, -0.91926)
H (2.19082, 2.42393, 0.69792)
C (-0.05988, 0.30844, 4.10931)
C (-5.80106, 1.32073, -1.03976)
H (-4.23296, 4.91212, -3.23881)
C (2.16422, 1.60947, 1.40668)
H (-1.77410, -0.45299, 0.54900)
H (-0.40661, 2.25362, -1.73668)
H (-1.85571, -1.12429, -3.48706)
C (4.01587, 0.76417, -1.08149)
H (0.39443, -5.33182, -2.17865)
N (6.40628, 0.67202, -1.37283)
C (-0.24390, -1.84561, -0.14620)
C (0.20295, -2.63537, -1.18738)
H (0.00628, 1.21789, 4.70649)
H (2.11879, -6.81365, -1.74257)
H (-6.04761, 4.73982, -3.00352)
N (1.00809, 0.45246, 3.19792)
H (4.56227, -3.89341, 0.02224)
H (-3.29243, -1.39383, 3.47426)
H (0.36626, 2.30048, 2.47822)
H (1.22928, 2.99340, -1.93649)
O (-0.58049, 2.39733, 1.53223)
H (1.97392, -1.42483, 3.86020)
C (-1.39868, -1.45181, -2.56497)
H (-0.44050, 4.76953, 2.07798)
C (-5.97691, 2.55266, -1.73426)
C (-3.65522, 3.10617, -1.38144)
H (4.90069, -6.62551, 0.08261)
C (-4.16996, -3.72314, 2.79087)
N (-1.95074, -0.91308, -1.47664)
C (-5.05300, 4.66835, -2.56338)
C (1.98327, -0.55136, 3.22508)
H (-4.97323, 5.35759, -1.72274)
H (-5.19049, -4.08027, 2.92897)
H (-3.38509, 0.01043, -2.72717)
C (-1.43068, -1.11535, -0.23186)
H (0.43900, 6.26145, 1.38912)
C (5.52911, 0.51800, 0.85497)
H (-6.85700, 2.74753, -2.32913)
C (-4.57023, 1.04911, -0.38463)
C (-3.71870, -1.35417, 2.48274)
C (1.27818, -3.60089, -1.08869)
H (0.10955, -2.68269, -3.32014)
C (1.21490, -4.88183, -1.63946)
C (3.14224, 0.60410, 1.33330)
O (2.14514, 3.93005, 0.73235)
C (3.61032, -4.11232, -0.43849)
C (-4.78799, -2.53459, 0.76643)
H (0.80706, 1.85894, -0.64350)
N (-0.01526, 3.87064, -0.40288)

Net charge: +6

---

Computed ΔE to the lowest compared entry with this formula, charge and spin (kcal/mol) in order:
59.37, 128.08, 16.76, 410.81
Computed total energy (eV) in order:
-276755.0350, -82194.0765, -77115.4663, -61283.4203